Computed, not measured: 10 unconnected molecules or ions with the total composition C44H114N6O14, with ωB97M-V with the def2-TZVPD basis set.

Properties
HOMO	-8.478	eV
calculated total energy	-85076.6444	eV
structure (SMILES)	COC[C@H](C)N.COC[C@H](C)N.COCCNCCOC.COCCNCCOC.COCCNCCOC.COCCNCCOC.CC(C)O.CC(C)O.CC(C)O.CC(C)O
relative energy (zero: lowest compared OMol25 entry of this formula, charge and spin)	0.000	eV
Kohn-Sham gap	8.830	eV
spin multiplicity	1
LUMO level	0.35	eV

```
178
Properties=species:S:1:pos:R:3:forces:R:3
C -1.677 -0.656 4.075 0.423 0.033 -0.511
O -1.913 0.719 3.849 0.417 -0.307 0.178
C -3.135 1.156 4.368 -0.698 -0.167 0.080
C -3.159 2.658 4.273 0.600 0.547 0.006
C -2.108 3.269 5.188 0.435 -0.183 -0.116
N -4.490 3.188 4.491 -0.498 0.218 0.623
H -0.886 -0.931 3.371 -0.090 -0.168 0.077
H -2.569 -1.255 3.859 0.079 0.010 0.107
H -1.301 -0.864 5.086 -0.272 0.115 0.023
H -3.957 0.718 3.781 -0.034 0.101 0.133
H -3.263 0.839 5.419 0.054 0.001 -0.086
H -2.835 2.903 3.259 -0.338 -0.045 -0.175
H -2.306 3.017 6.233 0.009 0.082 0.054
H -2.059 4.352 5.069 -0.143 0.049 0.109
H -1.125 2.880 4.909 -0.035 0.041 0.178
H -4.778 2.990 5.456 0.047 -0.161 -0.376
H -4.449 4.207 4.485 -0.006 -0.197 -0.286
C -1.116 4.453 1.875 1.177 0.968 0.407
O -0.867 5.500 0.942 -0.373 -0.539 -0.003
C -0.213 5.043 -0.242 -0.217 0.298 0.293
C -0.146 6.207 -1.225 0.423 0.742 0.206
C -1.555 6.718 -1.539 0.403 -0.118 -0.708
N 0.632 5.921 -2.450 -0.485 -0.469 0.380
H -0.155 3.958 2.118 -0.544 -0.225 -0.376
H -1.879 3.724 1.580 0.110 0.148 -0.240
H -1.386 4.967 2.805 -0.372 -0.225 -0.189
H 0.813 4.746 0.031 -0.232 -0.393 -0.276
H -0.819 4.228 -0.679 0.455 -0.123 -0.006
H 0.403 7.008 -0.694 -0.203 -0.180 -0.196
H -1.530 7.405 -2.390 0.153 -0.012 0.094
H -2.004 7.246 -0.701 -0.058 -0.255 0.132
H -2.172 5.869 -1.850 -0.138 0.151 0.153
H 0.231 5.102 -2.917 0.112 0.279 0.071
H 1.576 5.633 -2.185 -0.252 0.197 0.043
C 4.134 6.184 -0.888 0.283 0.628 -0.266
O 3.300 5.052 -1.016 0.162 -0.284 0.333
C 3.993 3.809 -0.939 0.857 0.054 0.722
C 3.058 2.657 -1.167 -0.398 0.107 -0.302
N 2.437 2.754 -2.466 -0.075 -0.472 -0.587
C 1.370 1.775 -2.723 0.614 0.558 0.261
C 0.794 2.059 -4.085 -0.793 0.624 0.006
O 0.131 3.335 -4.000 -0.031 -0.295 -0.294
C -0.646 3.647 -5.147 -0.392 -0.067 0.545
H 4.433 6.537 -1.887 0.140 -0.130 0.231
H 5.031 6.030 -0.272 -0.121 -0.391 -0.186
H 3.613 7.017 -0.403 -0.347 -0.328 -0.123
H 4.443 3.693 0.070 -0.275 0.112 -0.253
H 4.854 3.755 -1.629 -0.424 0.252 -0.200
H 2.318 2.603 -0.347 0.111 -0.009 -0.002
H 3.655 1.740 -1.156 -0.075 -0.043 0.258
H 2.091 3.681 -2.672 -0.031 0.039 0.258
H 0.600 1.836 -1.942 -0.137 -0.166 -0.219
H 1.786 0.765 -2.696 -0.002 0.031 -0.004
H 0.033 1.326 -4.388 0.327 -0.160 0.057
H 1.597 2.140 -4.829 -0.091 -0.229 -0.011
H -1.068 4.640 -4.967 0.367 0.065 -0.269
H -1.530 2.993 -5.238 0.396 -0.192 -0.014
H -0.049 3.597 -6.063 -0.077 0.161 0.023
C 3.734 -0.849 6.892 0.511 -1.262 0.447
O 2.955 -0.485 5.802 -0.242 0.256 -0.405
C 1.863 0.351 6.149 0.115 0.387 -0.261
C 1.432 1.074 4.899 0.769 0.675 -0.550
N 2.326 2.222 4.651 -0.405 0.139 0.033
C 2.062 2.860 3.364 0.384 0.349 0.135
C 3.135 3.882 3.069 0.190 -0.113 0.277
O 4.362 3.201 2.843 -0.571 -0.455 0.205
C 5.438 4.061 2.738 0.945 0.755 -0.205
H 4.146 -0.010 7.460 -0.270 0.153 0.021
H 4.583 -1.441 6.533 -0.092 0.220 -0.174
H 3.183 -1.546 7.548 0.012 0.411 0.181
H 2.229 1.112 6.851 -0.288 -0.112 0.178
H 1.015 -0.197 6.582 0.276 -0.198 0.085
H 0.413 1.455 4.984 0.003 -0.154 -0.016
H 1.509 0.411 4.023 -0.444 -0.301 0.271
H 3.301 1.935 4.679 -0.176 -0.175 -0.101
H 1.142 3.454 3.392 -0.103 -0.502 0.217
H 2.015 2.126 2.548 -0.193 0.180 -0.057
H 3.248 4.511 3.967 -0.035 0.081 -0.221
H 2.872 4.519 2.210 0.039 -0.135 0.023
H 5.453 4.555 1.754 0.017 0.101 0.176
H 6.374 3.512 2.846 -0.130 -0.225 -0.084
H 5.452 4.837 3.518 -0.210 -0.064 -0.073
C 1.645 -3.923 4.495 -0.146 -0.234 -0.287
O 0.817 -4.184 3.364 0.041 0.264 0.896
C 1.460 -3.922 2.148 0.493 0.133 -0.076
C 0.579 -4.412 1.038 -0.067 0.139 -0.464
N 0.168 -5.766 1.311 0.114 -0.305 -0.112
C -0.926 -6.241 0.470 0.302 0.178 1.027
C -0.563 -6.190 -0.978 0.635 0.566 -0.404
O -1.624 -6.655 -1.763 -0.458 0.808 0.086
C -1.485 -7.988 -2.064 0.016 -1.136 -0.884
H 2.535 -4.572 4.507 -0.083 0.188 -0.236
H 1.075 -4.173 5.389 -0.124 0.189 -0.075
H 1.948 -2.871 4.506 0.057 -0.027 0.147
H 2.428 -4.445 2.146 -0.034 -0.047 -0.160
H 1.664 -2.851 1.991 -0.052 0.010 0.243
H 1.170 -4.366 0.115 -0.106 0.044 0.028
H -0.287 -3.739 0.899 0.089 0.072 0.088
H -0.106 -5.790 2.285 -0.037 -0.193 -0.006
H -1.827 -5.621 0.611 -0.081 -0.224 -0.070
H -1.114 -7.267 0.789 -0.324 -0.023 -0.128
H 0.359 -6.742 -1.211 -0.039 -0.109 0.218
H -0.351 -5.153 -1.256 -0.225 -0.027 -0.144
H -0.632 -8.136 -2.747 0.031 -0.132 0.136
H -2.374 -8.312 -2.603 -0.089 -0.011 0.075
H -1.354 -8.638 -1.193 0.021 0.071 0.109
C 2.950 -5.069 -6.276 0.298 0.412 -0.091
O 2.212 -5.437 -5.140 0.154 0.069 0.143
C 1.616 -6.689 -5.263 -1.009 -1.191 0.348
C 0.339 -6.679 -6.146 0.463 0.002 -0.479
N -0.549 -5.537 -5.964 0.263 0.040 0.330
C -1.154 -5.501 -4.618 0.735 -1.025 -0.457
C -2.055 -4.303 -4.442 -0.499 -1.108 0.341
O -1.379 -3.085 -4.533 0.077 0.386 -0.034
C -0.498 -2.818 -3.447 -0.376 -0.216 -0.335
H 2.324 -4.895 -7.159 -0.030 -0.081 0.049
H 3.716 -5.814 -6.521 -0.078 -0.044 0.004
H 3.448 -4.134 -6.020 0.012 -0.006 -0.121
H 1.350 -7.050 -4.260 0.049 0.440 0.027
H 2.307 -7.467 -5.626 0.084 0.313 -0.238
H -0.209 -7.616 -5.996 0.004 0.075 0.150
H 0.654 -6.705 -7.199 -0.133 0.120 0.142
H 0.043 -4.714 -6.070 -0.351 0.073 0.034
H -0.376 -5.605 -3.845 -0.181 0.436 0.096
H -1.719 -6.438 -4.510 -0.254 0.324 -0.051
H -2.621 -4.442 -3.502 0.361 0.334 0.110
H -2.820 -4.372 -5.220 0.217 0.445 -0.217
H 0.264 -3.600 -3.352 0.014 0.104 0.053
H -1.059 -2.729 -2.510 0.111 0.039 0.011
H -0.024 -1.872 -3.688 0.073 0.089 0.191
C -0.343 0.943 0.739 0.010 0.909 0.378
C -0.428 -0.487 0.269 0.502 0.097 0.142
C -1.844 -0.896 -0.017 -0.544 -0.117 -0.507
O 0.335 -0.682 -0.924 0.290 -0.174 0.195
H -0.907 1.107 1.668 0.019 -0.158 -0.155
H -0.743 1.636 -0.013 -0.061 -0.198 -0.030
H 0.678 1.293 0.940 -0.003 -0.323 -0.119
H -0.030 -1.151 1.054 0.011 0.070 0.005
H -1.869 -1.972 -0.198 -0.227 0.004 -0.008
H -2.227 -0.384 -0.908 0.242 -0.092 -0.072
H -2.555 -0.628 0.767 0.256 -0.158 0.289
H 1.287 -0.666 -0.683 -0.578 0.035 0.000
C 5.438 -0.814 0.460 0.279 -0.864 -0.127
C 3.997 -1.027 0.880 -0.970 0.539 0.411
C 3.555 -0.031 1.955 0.334 -0.256 0.161
O 3.108 -0.873 -0.270 0.576 -0.103 0.176
H 6.150 -0.767 1.287 -0.323 -0.001 0.222
H 5.549 0.110 -0.104 -0.143 -0.001 -0.123
H 5.762 -1.678 -0.140 0.009 0.378 -0.139
H 3.781 -2.018 1.311 0.515 0.025 -0.329
H 3.941 0.980 1.808 -0.152 -0.022 -0.237
H 3.956 -0.372 2.919 0.001 0.038 -0.105
H 2.472 -0.010 2.081 -0.009 -0.025 -0.256
H 3.431 -1.439 -0.987 -0.041 0.140 0.242
C -4.391 1.964 0.384 0.307 -0.373 0.484
C -4.779 3.397 0.190 -0.115 0.743 0.537
C -4.265 4.026 -1.091 -0.659 0.218 0.027
O -6.212 3.499 0.287 0.383 -0.174 -0.194
H -4.852 1.288 -0.335 0.000 0.034 -0.082
H -4.662 1.661 1.399 -0.232 -0.118 -0.105
H -3.300 1.866 0.348 -0.068 -0.001 -0.253
H -4.337 3.943 1.046 -0.139 0.056 -0.220
H -4.586 3.436 -1.952 0.257 -0.043 -0.062
H -3.191 4.181 -1.062 0.131 -0.283 -0.090
H -4.712 5.022 -1.203 0.098 -0.055 -0.004
H -6.463 4.393 0.029 0.031 -0.076 0.059
C -5.347 -1.063 -3.166 0.085 0.942 -0.725
C -5.641 -2.522 -2.828 0.379 1.234 -0.127
C -4.721 -3.031 -1.744 -0.120 -0.764 0.545
O -6.966 -2.616 -2.308 -0.049 -0.376 -0.016
H -5.943 -0.671 -4.008 -0.184 -0.415 0.278
H -4.322 -0.857 -3.508 -0.007 -0.439 0.342
H -5.561 -0.395 -2.327 0.062 -0.250 0.122
H -5.536 -3.101 -3.753 -0.005 -0.227 0.191
H -4.931 -4.100 -1.623 0.240 0.102 0.150
H -4.919 -2.555 -0.778 -0.299 0.104 -0.181
H -3.652 -2.895 -1.901 -0.039 0.029 -0.522
H -7.593 -2.606 -3.037 0.009 0.075 -0.038
```
Positions in Å, forces in eV/Å.

Results of the Mulliken charge analysis, in e, for atoms 1 through 4:
1. C -0.804
2. O 0.500
3. C -1.455
4. C 2.930